Computed, not measured: C41H31Cl5GeN5O4SZn as an isolated structure, with wB97M-V/def2-TZVPD.

Structure (XYZ):
```
89
Properties=species:S:1:pos:R:3:lowdin_spin:R:1
Zn 0.0526 0.7764 0.4535 0.084
C -1.5219 4.8529 -0.9631 0.000
C -1.2352 3.7780 0.0444 0.000
O -0.5502 2.7901 -0.2415 0.002
N -1.7605 3.9490 1.2682 0.000
C -1.5822 2.9895 2.3474 0.000
C -2.3975 1.7354 2.1361 0.001
C -3.6683 1.6447 2.6833 0.000
C -4.4493 0.5297 2.4270 0.002
C -3.9357 -0.4699 1.6214 0.000
C -2.6535 -0.3203 1.1315 0.010
N -1.8896 0.7470 1.3798 0.012
H -0.9002 4.6920 -1.8383 0.000
H -1.3269 5.8407 -0.5455 0.000
H -2.5708 4.8044 -1.2592 0.000
H -2.3006 4.7795 1.4481 0.000
H -1.8881 3.4784 3.2698 0.000
H -0.5285 2.7503 2.4456 0.000
H -4.0369 2.4515 3.3026 0.000
H -5.4426 0.4468 2.8480 0.000
H -4.5000 -1.3598 1.3841 0.000
H -2.2167 -1.0841 0.5007 0.005
Cl 2.9757 -0.1884 -0.5677 0.008
C 1.6943 -0.3922 -1.7248 0.005
C 0.4164 0.0118 -1.3653 0.032
C -0.5549 -0.1251 -2.3464 0.005
Cl -2.1925 0.3333 -1.9685 0.001
C -0.3001 -0.6738 -3.6018 0.000
Cl -1.5560 -0.8701 -4.7612 0.000
C 0.9938 -1.0917 -3.9077 0.003
Cl 1.3367 -1.7918 -5.4379 0.001
C 2.0080 -0.9397 -2.9655 0.000
Cl 3.6102 -1.4376 -3.3381 0.000
O -0.6365 7.2687 3.8519 0.000
S 0.3202 7.9311 4.7236 0.000
O 1.2938 8.7610 4.0404 0.000
O -0.2372 8.4760 5.9388 0.000
C 1.3592 6.5410 5.2917 0.000
N 1.8583 6.5309 6.5288 0.000
C 2.5303 5.4475 6.8920 0.000
C 2.6936 4.3410 6.0659 0.000
C 2.1789 4.4813 4.7892 0.000
N 1.5461 5.5770 4.3982 0.000
C 2.1348 3.4190 3.7575 0.000
C 2.1133 3.8049 2.4182 0.000
C 1.7525 2.8891 1.4625 0.001
N 1.3641 1.6397 1.7752 0.010
C 1.5245 1.2316 3.0385 0.012
C 1.9358 2.0767 4.0511 0.001
H 2.9446 5.4508 7.8951 0.000
H 3.2130 3.4546 6.4036 0.000
H 2.2898 4.8398 2.1613 0.000
H 1.6662 3.1713 0.4231 0.000
H 1.2478 0.2097 3.2556 0.012
H 1.9680 1.7068 5.0673 0.000
C -3.5427 -2.8884 4.2558 0.016
C -2.6940 -1.8394 4.5870 -0.001
C -1.5306 -1.6362 3.8611 0.018
C -1.1904 -2.4802 2.8016 0.078
C -2.0558 -3.5244 2.4744 0.022
C -3.2228 -3.7293 3.1995 0.001
Ge 0.4298 -2.2074 1.7480 0.399
C 1.9948 -2.3852 2.8946 0.066
C 1.8473 -2.4135 4.2843 0.025
C 2.9558 -2.5020 5.1145 -0.001
C 4.2287 -2.5713 4.5675 0.024
C 4.3885 -2.5693 3.1887 -0.002
C 3.2808 -2.4770 2.3588 0.022
C 0.5158 -3.3867 0.2073 0.072
C 1.3633 -4.4950 0.2348 0.019
C 1.4510 -5.3410 -0.8628 0.002
C 0.6991 -5.0854 -2.0006 0.009
C -0.1473 -3.9855 -2.0401 -0.001
C -0.2359 -3.1428 -0.9421 0.014
H -4.4507 -3.0500 4.8225 0.001
H -2.9409 -1.1796 5.4093 0.000
H -0.8890 -0.8003 4.1209 0.001
H -1.8159 -4.1872 1.6499 0.001
H -3.8798 -4.5506 2.9419 0.000
H 0.8594 -2.3806 4.7266 0.001
H 2.8244 -2.5272 6.1889 0.000
H 5.0941 -2.6405 5.2137 0.002
H 5.3788 -2.6414 2.7575 -0.001
H 3.4207 -2.4894 1.2873 0.001
H 1.9654 -4.6987 1.1127 0.001
H 2.1134 -6.1965 -0.8303 0.000
H 0.7744 -5.7411 -2.8584 0.001
H -0.7315 -3.7773 -2.9281 0.000
H -0.8840 -2.2760 -0.9995 0.002
```

## Properties
Relative energy (zero: lowest compared OMol25 entry of this formula, charge and spin): 0.0 kcal/mol
LUMO level (spin up / spin down): -0.768 / -2.267 eV
Spin multiplicity: 2
Expectation value of S²: 0.7541
Electronic energy: -8711.1486 hartree
Net charge: 0